19
Properties=species:S:1:pos:R:3 method="wB97M-V/def2-TZVPD" spin_multiplicity=1 de_lowest_kj_mol=280.7
C -0.203 -1.243 -0.382
C -1.482 -1.608 -1.041
C 1.267 1.844 0.911
C -0.075 0.162 -0.137
C -2.135 0.333 1.839
N 0.400 -2.269 0.099
N 1.004 0.527 0.478
F -2.217 1.667 1.870
F -1.530 -0.019 2.984
Br -3.874 -0.511 1.408
H -1.387 -2.624 -1.420
H -1.700 -1.119 -1.956
H -2.245 -1.480 -0.363
H 0.746 2.639 0.251
H 0.770 2.156 1.866
H 2.258 2.011 0.854
H -0.728 1.048 -0.316
H 1.045 -2.043 0.852
H 1.703 -0.170 0.683

=====

14
Properties=species:S:1:pos:R:3 method="wB97M-V/def2-TZVPD" spin_multiplicity=1 de_lowest_kj_mol=414.7
O 2.298 0.085 0.424
C 1.241 0.420 -0.440
C 0.132 -0.598 -0.689
C -0.419 -0.452 0.759
C -1.795 -0.203 0.154
N -0.913 0.521 -0.848
C 0.018 0.939 0.292
H 2.789 -0.662 0.064
H 1.563 0.994 -1.316
H 0.087 -1.460 -1.366
H -0.078 -0.842 1.710
H -2.354 -1.027 -0.312
H -2.467 0.437 0.734
H -0.091 1.887 0.829

=====

14
Properties=species:S:1:pos:R:3 method="wB97M-V/def2-TZVPD" spin_multiplicity=1 de_lowest_kj_mol=405.7 smiles="O=NNc1nc[nH]c1[N+](=O)[O-]"
O 1.017 -0.401 3.655
N 0.869 -1.008 2.620
N 0.301 -0.207 1.669
C 0.316 -0.446 0.295
N 0.453 -1.657 -0.344
C 0.094 -1.451 -1.538
N -0.326 -0.215 -1.830
C -0.221 0.499 -0.689
N -0.599 1.761 -0.414
O -0.388 2.119 0.715
O -1.066 2.391 -1.330
H 0.119 0.824 2.047
H 0.117 -2.340 -2.212
H -0.686 0.131 -2.644

=====

37
Properties=species:S:1:pos:R:3 method="wB97M-V/def2-TZVPD" spin_multiplicity=2 de_lowest_kj_mol=0.0 s_squared=0.7533
Zr 0.309 0.017 -0.026
O -1.660 -0.209 0.748
N -2.665 0.641 0.458
C -3.800 0.468 1.168
C -4.885 1.265 0.958
C -4.792 2.273 -0.009
C -3.629 2.429 -0.715
C -2.518 1.595 -0.490
S -1.056 1.757 -1.381
H -3.745 -0.330 1.891
H -5.781 1.110 1.540
H -5.632 2.928 -0.198
H -3.520 3.197 -1.466
C 1.117 -4.886 4.343
C 1.031 -3.774 3.341
C 0.883 -2.449 3.746
C 0.817 -1.444 2.806
N 0.901 -1.682 1.484
C 1.057 -2.955 1.088
C 1.112 -4.012 1.974
H 0.409 -4.734 5.157
H 2.117 -4.923 4.780
H 0.916 -5.852 3.882
H 0.807 -2.197 4.795
H 0.683 -0.411 3.102
H 1.110 -3.121 0.019
H 1.218 -5.019 1.593
Cl 0.874 -0.419 -4.830
C 1.369 -1.697 -3.707
Cl 0.485 -3.179 -4.058
Cl 3.107 -1.995 -3.843
C 1.053 -1.177 -2.289
O 0.023 -1.589 -1.692
O 1.808 -0.316 -1.786
Se -0.489 3.117 2.939
C 0.593 2.166 1.935
N 1.304 1.486 1.276

=====

55
Properties=species:S:1:pos:R:3 method="wB97M-V/def2-TZVPD" spin_multiplicity=1 de_lowest_kj_mol=15.7 smiles="COC(=O)[C@H](CCSC)NC(=O)c1cn(-c2ccc(OC)cc2)c(=O)c2ccccc12"
C -5.653 1.152 -3.236
O -5.083 1.097 -1.933
C -3.759 1.167 -1.862
O -3.031 1.282 -2.814
C -3.274 1.094 -0.415
C -3.644 2.384 0.331
C -3.061 3.624 -0.331
S -3.686 5.124 0.510
C -2.860 6.366 -0.521
N -1.859 0.826 -0.383
C -1.392 -0.438 -0.194
O -2.111 -1.346 0.175
C 0.078 -0.595 -0.352
C 0.695 -1.392 0.558
N 2.036 -1.582 0.613
C 2.553 -2.509 1.558
C 3.618 -2.176 2.379
C 4.120 -3.097 3.282
C 3.554 -4.365 3.377
O 3.968 -5.344 4.223
C 5.076 -5.093 5.056
C 2.474 -4.691 2.553
C 1.982 -3.776 1.650
C 2.913 -0.931 -0.259
O 4.117 -1.067 -0.156
C 2.269 -0.133 -1.302
C 3.097 0.452 -2.266
C 2.558 1.153 -3.319
C 1.174 1.248 -3.442
C 0.342 0.687 -2.500
C 0.871 0.014 -1.388
H -6.727 1.056 -3.101
H -5.268 0.336 -3.850
H -5.410 2.101 -3.718
H -3.763 0.239 0.066
H -3.285 2.317 1.359
H -4.732 2.469 0.355
H -1.972 3.643 -0.261
H -3.357 3.690 -1.379
H -3.154 7.338 -0.139
H -1.782 6.247 -0.445
H -3.185 6.258 -1.552
H -1.247 1.519 -0.782
H 0.111 -1.891 1.318
H 4.065 -1.198 2.311
H 4.952 -2.811 3.905
H 5.973 -4.865 4.472
H 4.876 -4.274 5.754
H 5.235 -6.012 5.617
H 2.046 -5.677 2.634
H 1.160 -4.044 1.003
H 4.163 0.321 -2.159
H 3.200 1.605 -4.059
H 0.744 1.760 -4.290
H -0.726 0.739 -2.650

=====

106
Properties=species:S:1:pos:R:3 method="wB97M-V/def2-TZVPD" spin_multiplicity=1 smiles=C#CCN1c2cc(COCCOCCOCC)ccc2Sc2c([C@@H](Cl)[C@H](C)Cl)c(N)c(Cc3ccccc3C)c([C@H](I)[C@@H](C)I)c21.FC(F)C(F)(F)COC(F)(F)C(F)F
C 1.783 -2.033 4.163
C 0.772 -2.095 3.523
C -0.469 -2.206 2.761
N -0.214 -2.445 1.302
C 0.295 -3.780 1.154
C 1.659 -3.965 1.015
C 2.184 -5.247 0.935
C 3.684 -5.426 0.840
O 4.296 -4.768 1.942
C 5.062 -3.626 1.596
C 5.142 -2.707 2.812
O 4.426 -1.508 2.595
C 5.105 -0.319 2.934
C 4.117 0.757 3.335
O 3.222 0.260 4.308
C 2.302 1.248 4.745
C 0.965 0.610 5.065
C 1.350 -6.354 0.971
C -0.024 -6.176 1.096
C -0.529 -4.893 1.193
S -2.267 -4.646 1.427
C -2.470 -3.118 0.542
C -3.668 -2.860 -0.128
C -4.835 -3.828 -0.159
Cl -4.415 -5.354 -0.998
C -5.522 -4.011 1.228
C -5.617 -5.417 1.787
Cl -7.206 -3.360 1.084
C -3.780 -1.640 -0.812
N -5.005 -1.275 -1.468
C -2.699 -0.748 -0.886
C -2.880 0.532 -1.682
C -1.964 0.777 -2.877
C -1.382 2.039 -2.982
C -0.553 2.386 -4.034
C -0.303 1.441 -5.020
C -0.868 0.184 -4.929
C -1.702 -0.169 -3.871
C -2.292 -1.553 -3.875
C -1.508 -1.032 -0.203
C -0.381 -0.024 -0.336
I 1.070 -0.835 -1.735
C 0.285 0.520 0.961
C 1.715 0.124 1.304
I 0.313 2.697 0.784
C -1.419 -2.209 0.549
H 2.582 -1.924 4.858
H -1.082 -1.315 2.888
H -1.042 -3.029 3.203
H 2.330 -3.116 0.987
H 4.077 -5.036 -0.101
H 3.909 -6.490 0.943
H 4.626 -3.082 0.754
H 6.067 -3.956 1.303
H 4.725 -3.267 3.656
H 6.194 -2.511 3.034
H 5.830 -0.466 3.739
H 5.645 0.058 2.054
H 3.574 1.103 2.448
H 4.693 1.589 3.763
H 2.702 1.763 5.627
H 2.151 2.000 3.963
H 1.054 -0.155 5.834
H 0.527 0.194 4.158
H 0.287 1.391 5.418
H 1.754 -7.357 0.924
H -0.671 -7.043 1.135
H -5.570 -3.372 -0.802
H -5.010 -3.350 1.925
H -6.000 -6.127 1.060
H -6.320 -5.396 2.621
H -4.668 -5.755 2.198
H -5.097 -1.668 -2.395
H -5.826 -1.457 -0.911
H -2.717 1.364 -0.990
H -3.904 0.625 -2.028
H -1.572 2.784 -2.215
H -0.123 3.373 -4.100
H 0.332 1.710 -5.855
H -0.650 -0.535 -5.711
H -2.542 -1.838 -4.899
H -1.585 -2.301 -3.506
H -3.203 -1.638 -3.291
H -0.761 0.838 -0.860
H -0.387 0.358 1.796
H 1.880 -0.942 1.204
H 2.415 0.674 0.677
H 1.933 0.389 2.339
F -1.134 7.459 -2.001
C -1.367 8.772 -1.820
F -2.704 8.970 -1.860
C -0.714 9.617 -2.918
F -1.299 9.369 -4.108
F -1.001 10.910 -2.585
C 0.815 9.554 -3.061
O 1.362 8.713 -4.063
C 1.622 7.384 -3.844
F 1.511 7.054 -2.545
F 2.907 7.166 -4.202
C 0.771 6.470 -4.735
F -0.542 6.694 -4.549
F 1.030 5.182 -4.407
H -0.998 9.072 -0.835
H 1.097 10.555 -3.385
H 1.298 9.395 -2.096
H 1.014 6.633 -5.786

=====

Computed electronic energy, in the same sequence as the records: -3079.014557; -324.566512; -615.429383; -5157.443716; -1774.798924; -4713.179470 hartree.